[1]
The following is a quantum chemistry calculation of a 2-piece molecular cluster, C10H16O overall, from OMol25.

```
27
Properties=species:S:1:pos:R:3:forces:R:3
C 0.0539 -1.4163 2.8323 0.989 0.114 0.111
C -1.0546 1.5767 0.0070 -1.062 -0.265 -1.762
C -0.0087 1.7954 0.8470 0.101 -0.382 1.102
C -1.6849 0.3171 -0.1184 1.092 0.231 0.251
C 0.3788 0.7826 1.7445 -0.589 0.311 -0.079
C -1.1331 -0.6823 0.6290 0.879 -1.776 2.214
C -0.2144 -0.4766 1.7016 0.317 1.736 -1.113
O -1.4966 2.6153 -0.8038 -0.918 0.350 1.380
H 0.3788 2.7995 0.9244 0.236 0.016 -0.100
H -1.0826 2.6307 -1.6466 0.670 -0.268 -1.000
H -2.5038 0.0654 -0.7745 0.097 0.469 -0.355
H 1.0626 1.0526 2.5402 0.166 -0.173 -0.045
H -1.3153 -1.7523 0.5423 -1.009 0.219 -0.428
H -0.7710 -1.3350 3.5403 -0.051 -0.647 -0.039
H 0.9442 -1.0692 3.3698 -0.192 0.242 0.011
H 0.3701 -2.4245 2.5607 -0.807 -0.211 -0.130
C 1.4749 -0.6728 -1.7484 -0.655 0.344 -0.129
C 2.1671 -1.8418 -1.1406 0.727 -1.988 0.539
C 0.6196 -1.0342 -2.9554 1.024 -0.496 -0.578
H 0.7909 -0.3154 -0.9758 0.224 0.517 -0.090
H 2.1619 0.1324 -2.0247 0.072 -0.135 0.194
H 2.8790 -1.5911 -0.3514 -0.026 0.230 -0.062
H 0.4753 -0.1709 -3.5993 -0.753 0.208 0.221
H 1.1572 -1.7164 -3.6343 -0.006 -0.073 0.338
H -0.2769 -1.5561 -2.6376 -0.384 0.244 -0.212
H 1.4892 -2.5790 -0.6794 -0.325 0.539 0.058
H 2.6911 -2.5225 -1.8291 0.182 0.643 -0.297
```
Positions in Å, forces in eV/Å.

Results
Orbital gap (eV): 9.67
Net charge: 0
HOMO energy (eV): -8.80
Max |F| (eV Å⁻¹): 2.97
SMILES: Cc1ccc(O)cc1.CCC

***

[2]
The following is a quantum chemistry calculation of a 2-piece molecular cluster, C29H57Br2N4O5 overall, from OMol25.

```
97
Properties=species:S:1:pos:R:3:forces:R:3
C 3.3773 0.8689 1.7101 -0.246 0.218 0.289
C 2.4045 0.4832 2.8358 0.275 0.331 -0.462
C 0.9856 1.0361 2.5776 0.369 -0.831 0.284
C -0.0568 -0.0790 2.4024 -0.016 0.249 -0.482
N -1.0890 0.2716 1.4365 -0.098 0.131 0.077
C -0.6529 0.2621 0.0503 -0.171 0.686 -0.135
C -0.7265 1.6613 -0.6374 0.616 -0.154 0.067
O -0.7604 2.7239 0.2842 -0.136 -0.312 -0.163
C -1.7316 3.7196 0.0633 -0.480 0.844 0.545
C -3.1611 3.1767 -0.0727 0.093 -0.059 0.085
C -3.7899 2.5987 1.1791 -0.466 -0.010 -0.047
O -4.9669 1.8718 0.7766 0.293 -0.013 -0.110
C -1.6857 4.6626 1.3021 0.470 -0.176 -0.106
C -1.1457 4.0371 2.5777 0.024 0.371 0.112
C -1.2553 4.9961 3.7485 -0.687 -0.203 -0.010
O -2.6297 5.3344 4.0077 0.243 -0.031 -0.068
C -1.4279 4.5678 -1.2111 -0.082 -0.201 -0.283
O -0.2049 4.2397 -1.8473 0.143 0.059 0.215
C 0.9492 4.5915 -1.1909 0.602 -0.237 0.023
C 2.0415 3.7221 -1.3303 -0.101 0.432 0.175
C 3.2563 3.9978 -0.7082 -0.568 0.253 -0.052
C 3.4020 5.1511 0.0599 -0.474 0.205 -0.058
C 2.3257 6.0360 0.1720 -0.105 -0.599 -0.365
C 1.1067 5.7634 -0.4567 0.293 -0.168 0.124
N -1.3114 -0.6902 -0.8350 -0.104 -0.882 0.875
C -2.7562 -0.5570 -1.0112 0.011 0.966 -0.621
N -3.1181 -0.1832 -2.3769 -0.198 -0.399 0.435
C -4.0791 -1.0522 -3.0590 0.168 0.089 -0.245
C -0.7199 -1.9477 -1.0102 -0.574 -0.073 -0.074
Br -0.6053 -2.3262 -2.9951 0.344 -0.204 -0.110
C -1.2734 -3.2138 -0.2747 -0.022 0.173 -0.282
C -1.7878 -2.9595 1.1257 0.056 -0.432 0.117
Br -2.6320 -4.2831 -1.2080 0.049 0.140 -0.013
H 3.2364 0.2422 0.8323 0.055 -0.064 -0.172
H 4.4122 0.8266 2.0366 0.166 -0.271 -0.045
H 3.1979 1.9004 1.4146 -0.019 0.120 -0.106
H 2.8173 0.8736 3.7613 -0.110 -0.049 0.230
H 2.3876 -0.6031 2.9067 -0.040 -0.144 0.262
H 1.0233 1.6344 1.6742 -0.221 0.313 -0.024
H 0.6955 1.6484 3.4235 -0.173 0.390 -0.110
H -0.5408 -0.2891 3.3514 -0.012 -0.193 0.126
H 0.4793 -0.9791 2.0647 0.032 -0.213 0.134
H -1.9511 -0.2238 1.5825 -0.045 -0.150 -0.021
H 0.4054 0.0052 0.0691 0.156 -0.175 -0.056
H 0.2006 1.7497 -1.2009 0.024 0.014 -0.243
H -1.5204 1.6964 -1.3749 -0.179 0.006 0.060
H -3.7761 4.0061 -0.4180 -0.162 0.099 -0.048
H -3.2391 2.4146 -0.8475 0.097 0.027 -0.140
H -4.1062 3.3926 1.8511 0.084 0.114 0.190
H -3.1079 1.9502 1.7216 0.224 -0.111 -0.072
H -4.9937 1.0567 1.2780 -0.183 -0.061 0.133
H -1.0350 5.5105 1.0938 0.067 0.051 -0.117
H -2.6693 5.0884 1.4710 -0.252 -0.026 0.011
H -0.0875 3.8303 2.4355 0.107 -0.242 -0.028
H -1.6402 3.1068 2.8390 -0.067 -0.175 -0.047
H -0.6803 5.9014 3.5617 0.177 0.081 0.044
H -0.8915 4.5020 4.6455 0.247 0.085 0.146
H -2.7538 6.2598 3.7928 -0.116 0.068 0.030
H -2.2018 4.4055 -1.9564 0.066 -0.172 -0.229
H -1.4697 5.6275 -0.9743 -0.026 0.161 0.093
H 1.9218 2.8392 -1.9369 -0.012 -0.123 -0.102
H 4.0703 3.2997 -0.8285 0.153 -0.016 0.020
H 4.3316 5.3725 0.5598 0.118 -0.005 0.020
H 2.4101 6.9451 0.7454 0.125 0.101 0.084
H 0.2903 6.4612 -0.3576 -0.003 0.098 -0.012
H -3.0752 0.2503 -0.3525 -0.014 -0.028 0.259
H -3.3050 -1.4428 -0.7064 0.105 -0.316 -0.040
H -3.4561 0.7661 -2.3771 0.002 0.091 -0.105
H -5.0839 -0.6353 -3.0948 -0.119 0.080 0.052
H -4.1446 -2.0243 -2.5802 0.077 -0.091 0.155
H -3.7504 -1.2301 -4.0809 -0.024 -0.019 -0.151
H 0.3267 -1.8919 -0.7424 0.158 0.125 0.122
H -0.4346 -3.8971 -0.1945 0.095 -0.161 -0.195
H -0.9890 -2.6115 1.7723 0.081 0.351 0.052
H -2.1201 -3.9097 1.5345 -0.028 -0.098 0.077
H -2.6441 -2.2993 1.1558 -0.042 0.262 -0.028
C 1.8906 -6.8725 -0.5383 0.136 0.032 0.212
N 3.0972 -6.4372 -1.3193 -0.045 -0.038 0.037
C 4.1792 -7.4446 -1.0964 0.013 0.075 -0.048
C 3.5577 -5.1102 -0.8213 -0.027 -0.020 0.004
C 2.8250 -6.3915 -2.8075 -0.065 -0.041 -0.052
C 1.8183 -5.3668 -3.2691 -0.326 0.172 0.101
O 0.5586 -5.6394 -2.6887 0.192 -0.050 -0.087
H 2.2223 -7.1324 0.4654 0.030 -0.021 -0.025
H 1.1797 -6.0584 -0.4923 -0.097 -0.044 -0.155
H 1.4507 -7.7364 -1.0255 -0.057 0.010 -0.017
H 4.4043 -7.4830 -0.0344 0.009 -0.021 0.010
H 5.0614 -7.1420 -1.6548 0.014 -0.028 -0.001
H 3.8276 -8.4132 -1.4414 0.017 -0.019 0.001
H 2.7481 -4.3936 -0.9206 0.004 0.014 -0.016
H 4.4187 -4.7941 -1.4055 0.011 0.020 0.015
H 3.8310 -5.2131 0.2258 0.012 0.011 0.009
H 2.4989 -7.3946 -3.0802 -0.016 0.001 -0.005
H 3.7830 -6.1871 -3.2844 0.020 -0.032 -0.010
H 1.7604 -5.4454 -4.3586 0.185 -0.013 -0.026
H 2.1399 -4.3470 -3.0317 0.067 -0.010 -0.068
H -0.0725 -5.0055 -3.0572 -0.170 0.103 0.171
```
Positions in Å, forces in eV/Å.

Results
Orbital gap (eV): 7.41
Net charge: +1
HOMO energy (eV): -9.99
Max |F| (eV Å⁻¹): 1.25

***

Which value of orbital gap does entry 1 give?
9.67 eV

***

Look up the net charge of the first one.
0

***

What is the formula in the second record?
C29H57Br2N4O5